Formula: C32H61BrN3O10P2S2Si
Source: the OMol25 dataset
Level of theory: the ωB97M-V functional and the def2-TZVPD basis

XYZ file:
```
112
Properties=species:S:1:pos:R:3
C -3.3237 -0.9976 0.2685
C -4.2038 0.0998 -0.3462
C -3.5545 0.9211 -1.4525
Br -4.9693 2.0423 -2.2698
N -2.4564 1.8422 -1.0804
C -1.1798 1.4295 -1.4471
N -0.8177 0.0755 -1.3234
C 0.2724 -0.1849 -0.3234
C 1.6366 -0.5884 -0.8709
O 1.7034 -2.0147 -1.0513
C 3.0196 -2.4652 -1.0182
C 4.1459 -1.7895 -1.7910
O 3.2662 -3.4564 -0.3764
P -0.6765 -0.7975 -2.8006
O 0.2920 -0.2816 -3.7755
N -0.3853 2.3637 -1.8869
O 0.9002 2.0673 -2.2163
C -0.7977 3.7779 -2.0542
C 0.1476 4.6513 -2.9098
C 0.9642 5.5991 -2.0000
C 2.1457 4.8910 -1.3178
C 2.4225 5.5398 0.0587
C 3.2794 4.6248 0.9378
C 2.5207 3.3893 1.4581
C 1.1552 3.7025 2.1296
Si 0.9395 2.9907 3.8696
C -0.9037 3.0600 4.3308
C 1.8335 4.0976 5.1232
C 1.6252 1.2472 4.0721
C 1.6886 0.7426 5.3550
C 2.1396 -0.5213 5.6162
C 2.5674 -1.2967 4.5688
C 2.5503 -0.8183 3.2933
C 2.0674 0.4404 3.0435
P -2.5131 2.5818 0.5298
O -4.0351 2.9961 0.8569
O -1.9740 1.5421 1.6700
H -2.3418 -0.6644 0.5980
H -3.1508 -1.7427 -0.5215
H -3.8490 -1.5557 1.0590
H -5.0431 -0.4190 -0.8091
H -4.6690 0.7087 0.4373
H -3.2663 0.2401 -2.2480
H -0.0591 -1.0108 0.3139
H 0.3476 0.6862 0.3348
H 2.3686 -0.3410 -0.0863
H 1.9566 -0.0550 -1.7682
H 4.0545 -0.7076 -1.9100
H 5.0604 -1.9541 -1.2234
H 4.2887 -2.2073 -2.7884
H -1.9533 -0.8471 -3.4036
H -0.3954 -2.1141 -2.3850
H 1.3915 1.9548 -1.3855
H -0.8318 4.2042 -1.0487
H -1.8103 3.8632 -2.4442
H 0.7658 4.1082 -3.6251
H -0.4979 5.3015 -3.5085
H 1.2746 6.4977 -2.5352
H 0.2678 5.9391 -1.2246
H 1.9535 3.8406 -1.1055
H 3.0461 5.0680 -1.9084
H 2.9953 6.4607 -0.1059
H 1.5020 5.8685 0.5471
H 3.6611 5.1883 1.7972
H 4.1637 4.3278 0.3630
H 3.1837 2.8584 2.1477
H 2.3519 2.7108 0.6069
H 1.0097 4.7836 2.2135
H 0.3625 3.3220 1.4664
H -1.4283 2.1141 4.1787
H -1.3768 3.8432 3.7244
H -0.9826 3.3800 5.3722
H 1.4623 5.1223 5.1066
H 2.9041 4.0380 4.8992
H 1.6984 3.6424 6.1077
H 1.3688 1.3707 6.1816
H 2.1578 -0.8775 6.6382
H 2.9397 -2.2932 4.7797
H 2.9209 -1.4388 2.4844
H 2.0450 0.7958 2.0157
H -4.2286 3.8216 0.3903
H -1.2013 1.9945 2.0393
C -7.9986 -4.8866 1.6161
C -8.6892 -3.5313 1.8085
C -7.5905 -2.4671 1.9133
S -6.1910 -3.0970 0.9796
O -5.0978 -3.3385 1.8884
O -6.0218 -2.3057 -0.2167
C -6.9374 -4.6623 0.5438
H -8.7042 -5.6617 1.3222
H -7.5255 -5.1977 2.5501
H -9.3238 -3.3212 0.9451
H -9.3263 -3.5241 2.6913
H -7.9035 -1.5166 1.4876
H -7.2657 -2.3245 2.9426
H -6.1738 -5.4368 0.5212
H -7.3898 -4.5505 -0.4415
C 3.7400 -5.5609 -4.8023
C 4.1303 -6.1376 -3.4437
C 5.5887 -6.6074 -3.5291
S 6.3642 -5.5593 -4.7717
O 6.7437 -6.3666 -5.8991
O 7.2964 -4.6721 -4.1249
C 4.8836 -4.6463 -5.1973
H 2.7961 -5.0176 -4.7538
H 3.6273 -6.3651 -5.5330
H 4.0425 -5.3589 -2.6812
H 3.4713 -6.9548 -3.1524
H 6.1152 -6.4838 -2.5863
H 5.6606 -7.6422 -3.8587
H 4.8926 -4.4008 -6.2570
H 4.8770 -3.7349 -4.5994
```

The HOMO energy comes out at -11.55 eV. The total charge is +1. The value obtained for the largest force on an atom is 0.090 hartree/bohr. Its total energy is -6514.91130 Ha.